[1]
Here is 2 unconnected molecules or ions with the total composition C18H19F2 in a non-equilibrium geometry from the Open Molecules 2025 dataset. Energies are from ωB97M-V/def2-TZVPD.

```
! wB97M-V def2-TZVPD RIJCOSX def2/J DEFGRID3
* xyz 1 1
C -1.22 -0.94 -2.17
C 0.14 -0.37 -2.13
C 1.26 -1.09 -2.08
C 2.57 -0.39 -2.05
C 1.23 -2.58 -2.06
H -1.99 -0.17 -2.12
H -1.38 -1.51 -3.09
H -1.40 -1.63 -1.33
H 0.25 0.70 -2.15
H 3.40 -1.10 -2.05
H 2.69 0.25 -2.93
H 2.66 0.23 -1.16
H 2.24 -2.99 -2.07
H 0.74 -2.95 -1.17
H 0.71 -2.98 -2.93
F 2.95 3.11 1.64
C 2.51 1.84 1.79
C 3.40 0.85 2.17
C 2.96 -0.45 2.33
C 1.64 -0.77 2.10
C 0.71 0.21 1.70
C -0.62 -0.22 1.49
C -1.81 0.44 1.07
C -3.00 -0.32 1.06
C -4.20 0.22 0.67
C -4.26 1.54 0.28
C -3.11 2.32 0.26
F -3.18 3.62 -0.14
C -1.91 1.78 0.65
C 1.18 1.53 1.57
H 4.43 1.11 2.35
H 3.65 -1.22 2.64
H 1.31 -1.79 2.24
H -0.77 -1.27 1.69
H -2.96 -1.35 1.38
H -5.09 -0.38 0.68
H -5.19 1.98 -0.03
H -1.05 2.41 0.57
H 0.53 2.34 1.33
*
```

The calculation puts the highest occupied orbital energy at -11.44 eV. As for the HOMO-LUMO gap: 0.1873 hartree.

These are the natural (NBO) partial charges, in e, on atoms 1 to 2: atom 1 (C): -0.65, atom 2 (C): -0.22

=====

[2]
Here is a molecular structure, C18H19F3N6ORuS2Se in a non-equilibrium geometry from the Open Molecules 2025 dataset. Energies are from ωB97M-V/def2-TZVPD.

```
! wB97M-V def2-TZVPD RIJCOSX def2/J DEFGRID3
* xyz -1 2
Ru 0.03 -0.14 0.22
N 0.23 -0.60 4.56
C 0.20 -0.25 3.24
S 0.39 -1.52 2.07
N 0.11 1.03 2.99
N 0.12 1.27 1.64
C -0.11 2.47 1.25
C -0.12 2.71 -0.18
C -0.42 3.94 -0.75
C -0.35 4.08 -2.12
C 0.04 2.99 -2.89
C 0.32 1.79 -2.26
N 0.22 1.65 -0.94
H -0.02 -1.55 4.77
H -0.09 0.10 5.21
H -0.28 3.25 1.99
H -0.71 4.76 -0.10
H -0.60 5.02 -2.59
H 0.10 3.04 -3.97
H 0.61 0.91 -2.81
F 5.53 -3.56 -1.47
C 4.19 -3.55 -1.20
F 3.60 -4.10 -2.28
F 4.02 -4.40 -0.17
C 3.72 -2.15 -0.91
C 4.64 -1.14 -0.96
C 4.25 0.17 -0.68
C 2.94 0.38 -0.34
N 2.01 -0.59 -0.30
C 2.34 -1.90 -0.58
S 1.16 -3.09 -0.52
H 5.66 -1.36 -1.22
H 4.95 1.00 -0.70
H 2.58 1.37 -0.09
Se -1.95 -1.01 -4.37
C -1.12 -0.94 -2.80
N -0.60 -0.86 -1.76
C -3.10 -0.86 2.18
C -3.03 -0.46 0.71
C -4.22 0.44 0.38
C -3.11 -1.72 -0.16
O -1.88 0.33 0.49
H -4.04 -1.37 2.41
H -3.02 0.03 2.81
H -2.28 -1.54 2.43
H -5.17 -0.09 0.52
H -4.15 0.77 -0.66
H -4.20 1.32 1.02
H -4.03 -2.27 0.08
H -2.25 -2.37 0.03
H -3.13 -1.47 -1.21
*
```

Its expectation value of S² is 0.76. The calculation puts the highest occupied orbital energy (alpha / beta) at -4.37 / -4.35 eV. As for the HOMO-LUMO gap (alpha / beta): 0.2263 / 0.2254 hartree.

These are the natural (NBO) partial charges, in e, on atoms 1 to 2: atom 1 (Ru): 0.85, atom 2 (N): -0.80

=====

Taking the records one at a time from the top gives ΔE to the lowest compared entry with this formula, charge and spin values of 0.0; 54.3 kJ/mol.
Taking the records one at a time from the top gives E_tot values of -24400.9678; -127717.3308 eV.